# 1
Formula: C5H12BBr4Na3O3
Source: OMol25
Level of theory: wB97M-V/def2-TZVPD

Results
energy above the lowest of the compared OMol25 structures with the same formula, charge and spin	0.0	kcal/mol
charge	+1
Kohn-Sham gap (alpha / beta)	0.330 / 0.235	hartree
multiplicity	2
E_LUMO (alpha / beta)	-3.737 / -6.296	eV

Each line ends with the Löwdin charge.
CARTESIAN COORDINATES (ANGSTROEM)
Na  -2.831  0.237  0.003  0.560
Na  0.087  -1.604  -0.911  0.507
Na  -2.293  -0.781  -3.704  0.774
C  -0.866  0.986  -2.021  -1.054
O  -0.608  1.022  -0.816  0.133
O  -0.253  0.244  -2.719  0.113
O  -2.004  1.303  -2.325  0.146
B  -2.445  -2.056  -0.653  -0.327
H  -1.801  -1.636  0.103  -0.059
H  -2.254  -1.481  -1.546  -0.073
H  -2.271  -3.101  -0.858  -0.011
H  -3.466  -1.985  -0.312  -0.014
Br  -2.581  1.707  3.620  0.707
C  -1.353  0.236  3.634  -0.717
C  -0.058  0.631  2.968  -0.674
Br  0.997  -0.927  2.422  0.671
H  -1.772  -0.574  3.037  0.038
H  -1.220  -0.168  4.638  0.076
H  0.554  1.229  3.644  0.071
H  -0.180  1.268  2.092  0.037
Br  3.317  1.521  0.849  0.616
C  2.656  0.839  -0.948  -0.605
C  3.954  0.629  -1.727  -0.672
Br  3.767  -0.763  -3.111  0.610
H  1.956  1.508  -1.449  0.057
H  2.003  0.002  -0.697  0.001
H  4.632  0.188  -0.997  0.023
H  4.334  1.525  -2.218  0.070



# 2
Formula: C2H4OS2
Source: OMol25
Level of theory: wB97M-V/def2-TZVPD

Results
energy above the lowest of the compared OMol25 structures with the same formula, charge and spin	36.6	kcal/mol
Kohn-Sham gap	0.334	hartree
E_LUMO	0.367	eV

Each line ends with the Löwdin charge.
CARTESIAN COORDINATES (ANGSTROEM)
C  -0.647  0.593  -1.792  -0.339
S  -0.678  -0.142  0.001  0.772
C  0.646  -0.481  1.255  -1.331
O  -0.049  -0.593  2.333  -0.112
S  2.185  -0.575  1.025  0.696
H  -1.550  0.023  -2.175  0.034
H  0.427  0.366  -2.164  0.051
H  -0.794  1.752  -1.632  0.058
H  0.460  -0.943  3.148  0.171



# 3
Formula: BCd3H20O16P2
Source: OMol25
Level of theory: wB97M-V/def2-TZVPD

Results
Kohn-Sham gap (alpha / beta)	0.329 / 0.235	hartree
multiplicity	2
E_LUMO (alpha / beta)	-0.659 / -3.192	eV

Each line ends with the Löwdin charge.
CARTESIAN COORDINATES (ANGSTROEM)
Cd  12.261  -5.733  -20.551  1.456
Cd  13.842  -8.427  -20.222  1.280
Cd  15.142  -3.455  -19.437  1.329
P  14.538  -6.035  -19.421  -0.034
O  13.302  -6.742  -19.107  -0.479
O  13.882  -4.844  -20.187  -0.557
O  15.217  -7.120  -20.254  -0.441
O  15.316  -5.180  -18.488  -0.382
P  11.575  -8.228  -21.243  -0.061
O  12.766  -7.427  -21.625  -0.506
O  12.083  -9.208  -20.205  -0.378
O  10.607  -8.731  -22.374  -0.057
O  10.756  -7.040  -20.758  -0.381
B  14.584  -1.770  -20.972  -0.428
H  15.150  -1.624  -20.066  -0.098
H  14.822  -2.785  -21.251  -0.108
H  13.543  -1.535  -20.814  -0.054
H  15.008  -1.046  -21.651  -0.041
O  12.637  -7.096  -16.488  -0.068
H  11.799  -7.488  -16.731  0.032
H  12.995  -6.766  -17.312  -0.044
O  14.642  -9.369  -18.601  -0.069
H  14.865  -10.293  -18.718  0.074
H  15.342  -9.022  -18.048  0.084
O  16.859  -4.035  -20.633  -0.083
H  17.816  -4.005  -20.608  0.086
H  16.657  -4.777  -21.203  0.022
O  17.561  -7.075  -19.121  -0.053
H  16.692  -7.049  -19.523  -0.071
H  17.503  -6.468  -18.383  0.029
O  14.941  -9.724  -21.335  -0.072
H  15.721  -9.585  -21.872  0.084
H  14.756  -10.659  -21.418  0.083
O  15.275  -5.880  -16.008  -0.065
H  15.154  -5.552  -16.899  -0.065
H  14.709  -5.327  -15.469  0.029
O  16.887  -6.633  -22.110  -0.051
H  16.414  -6.708  -21.280  -0.059
H  16.262  -6.935  -22.770  0.045
O  13.711  -2.700  -18.230  -0.097
H  12.897  -3.152  -18.006  0.080
H  13.728  -1.936  -17.653  0.090



# 4
Formula: C47H39ClCuO5P2S2
Source: OMol25
Level of theory: wB97M-V/def2-TZVPD

Results
energy above the lowest of the compared OMol25 structures with the same formula, charge and spin	1.6	kcal/mol
charge	-1
Kohn-Sham gap	0.233	hartree
E_LUMO	2.285	eV

Each line ends with the Löwdin charge.
CARTESIAN COORDINATES (ANGSTROEM)
Cu  0.056  -0.618  -0.095  -0.018
O  2.895  -1.119  1.734  -0.021
C  2.443  -1.083  3.051  -0.251
C  3.317  -1.422  4.071  -0.029
C  2.867  -1.539  5.381  -0.093
C  1.553  -1.262  5.713  -0.077
C  0.690  -0.849  4.679  -0.087
C  1.096  -0.796  3.334  -0.231
P  -0.257  -0.468  2.131  1.072
C  -1.589  -1.624  2.599  -0.343
C  -2.861  -1.339  2.088  -0.127
C  -3.910  -2.228  2.301  -0.069
C  -3.670  -3.477  2.861  -0.097
C  -2.410  -3.775  3.353  -0.109
C  -1.371  -2.871  3.260  -0.077
C  -0.905  1.087  2.713  -0.349
C  -2.056  1.254  3.517  -0.074
C  -2.566  2.524  3.764  -0.078
C  -1.962  3.632  3.180  -0.110
C  -0.757  3.495  2.541  -0.101
C  -0.213  2.247  2.363  -0.096
C  3.531  -0.002  1.181  -0.238
C  4.439  0.753  1.899  -0.011
C  5.299  1.637  1.216  -0.087
C  5.251  1.725  -0.162  -0.109
C  4.264  1.049  -0.872  -0.076
C  3.365  0.169  -0.215  -0.253
P  2.138  -0.761  -1.156  1.080
C  2.202  -0.144  -2.849  -0.338
C  1.918  1.190  -3.135  -0.106
C  1.957  1.659  -4.436  -0.083
C  2.204  0.784  -5.495  -0.094
C  2.418  -0.555  -5.212  -0.086
C  2.433  -1.032  -3.902  -0.057
C  2.818  -2.410  -1.211  -0.383
C  4.162  -2.675  -1.418  -0.093
C  4.599  -3.992  -1.346  -0.102
C  3.706  -5.026  -1.071  -0.100
C  2.365  -4.754  -0.869  -0.077
C  1.909  -3.439  -0.937  -0.083
H  4.374  -1.681  3.854  0.134
H  3.595  -1.794  6.171  0.109
H  1.132  -1.339  6.735  0.111
H  -0.339  -0.631  4.913  0.100
H  -3.046  -0.384  1.603  0.078
H  -4.922  -1.996  1.962  0.110
H  -4.497  -4.182  2.921  0.099
H  -2.239  -4.755  3.820  0.102
H  -0.385  -3.096  3.689  0.102
H  -2.610  0.389  3.908  0.109
H  -3.470  2.706  4.341  0.102
H  -2.396  4.611  3.355  0.098
H  -0.168  4.377  2.185  0.119
H  0.739  2.137  1.844  0.107
H  4.524  0.727  2.991  0.114
H  6.014  2.278  1.746  0.104
H  5.988  2.345  -0.697  0.106
H  4.221  1.148  -1.972  0.107
H  1.740  1.877  -2.336  0.106
H  1.804  2.720  -4.631  0.103
H  2.258  1.132  -6.521  0.097
H  2.642  -1.222  -6.038  0.100
H  2.676  -2.065  -3.685  0.102
H  4.892  -1.851  -1.560  0.120
H  5.672  -4.226  -1.421  0.101
H  4.130  -6.054  -1.067  0.109
H  1.621  -5.551  -0.686  0.109
H  0.874  -3.149  -0.758  0.045
C  -3.296  -5.927  -1.127  -0.184
O  -2.870  -4.616  -0.753  -0.296
C  -1.909  -4.005  -1.532  -1.315
S  -1.095  -4.929  -2.628  0.546
S  -1.843  -2.304  -1.175  0.607
H  -4.220  -6.056  -0.564  0.076
H  -2.550  -6.706  -0.865  0.072
H  -3.486  -6.025  -2.208  0.055
C  -3.944  4.266  -4.574  -0.042
C  -3.576  4.776  -3.201  -0.197
C  -3.233  6.132  -3.044  -0.079
C  -2.985  6.692  -1.791  -0.705
Cl  -2.616  8.361  -1.650  0.651
C  -2.979  5.861  -0.667  -0.119
C  -3.262  4.513  -0.781  0.009
C  -3.565  3.979  -2.040  -0.213
O  -3.843  2.607  -2.111  -0.082
C  -2.739  1.716  -2.311  -0.075
C  -2.123  1.064  -0.996  -0.639
O  -2.821  0.923  0.011  -0.007
O  -0.920  0.693  -1.178  -0.172
H  -4.810  4.854  -4.970  0.088
H  -4.185  3.191  -4.552  0.078
H  -3.089  4.400  -5.306  0.096
H  -3.201  6.793  -3.897  0.103
H  -2.651  6.318  0.303  0.112
H  -3.356  3.905  0.138  0.131
H  -1.894  2.216  -2.808  0.122
H  -3.137  0.895  -2.937  0.134



# 5
Formula: C3H8O2
Source: OMol25
Level of theory: wB97M-V/def2-TZVPD

Results
energy above the lowest of the compared OMol25 structures with the same formula, charge and spin	164.1	kcal/mol
Kohn-Sham gap	0.146	hartree
E_LUMO	-3.648	eV

Each line ends with the Löwdin charge.
CARTESIAN COORDINATES (ANGSTROEM)
C  -1.016  0.009  -1.156  0.253
C  -0.995  0.209  0.215  -0.457
O  0.182  0.259  0.845  0.038
C  -2.116  0.420  1.002  0.236
H  -1.870  -0.063  -1.830  0.097
H  -0.063  0.107  -1.681  0.083
H  0.805  -0.167  0.199  0.042
H  4.284  0.628  -0.337  0.018
H  -3.141  0.338  0.660  0.088
H  -1.967  0.573  2.058  0.092
H  2.749  -1.596  -0.971  -0.086
H  3.831  0.763  0.228  0.014
O  2.344  -0.785  -0.630  -0.418



# 6
Formula: C41H39FIrN4O3PSi
Source: OMol25
Level of theory: wB97M-V/def2-TZVPD

Results
energy above the lowest of the compared OMol25 structures with the same formula, charge and spin	39.7	kcal/mol
Kohn-Sham gap (alpha / beta)	0.218 / 0.220	hartree
E_LUMO (alpha / beta)	-0.695 / -0.701	eV

Each line ends with the Löwdin charge.
CARTESIAN COORDINATES (ANGSTROEM)
Ir  -0.996  -1.345  -1.025  1.114
C  4.188  4.003  -2.701  -0.034
C  4.655  2.850  -1.820  -0.312
C  6.012  2.325  -2.292  -0.137
C  6.528  1.309  -1.286  -0.132
C  5.489  0.246  -1.071  -0.132
C  5.888  -1.008  -0.621  0.060
C  4.954  -2.019  -0.480  -0.245
F  5.366  -3.233  -0.050  0.068
C  3.628  -1.819  -0.778  0.091
C  3.200  -0.554  -1.211  -0.041
C  1.800  -0.359  -1.500  -0.254
O  1.023  -1.375  -1.398  -0.201
C  1.431  0.957  -1.892  -0.021
C  2.386  1.930  -2.002  0.035
N  3.704  1.740  -1.775  0.039
C  4.140  0.493  -1.354  -0.078
C  0.005  1.405  -2.166  -0.626
O  -0.183  2.589  -2.425  0.032
O  -0.933  0.550  -2.119  -0.162
H  4.995  4.727  -2.783  0.087
H  3.327  4.512  -2.279  0.079
H  3.938  3.648  -3.698  0.099
H  4.779  3.222  -0.791  0.148
H  6.714  3.153  -2.390  0.122
H  5.901  1.856  -3.271  0.136
H  6.755  1.807  -0.338  0.129
H  7.452  0.849  -1.640  0.123
H  6.925  -1.199  -0.400  0.131
H  2.907  -2.612  -0.682  0.128
H  2.041  2.905  -2.303  0.128
N  -8.402  -1.181  -1.415  0.181
C  -7.249  -1.177  -1.363  -0.184
C  -5.860  -1.202  -1.280  -0.203
C  -5.203  -1.540  -0.073  0.012
C  -3.843  -1.619  -0.040  -0.122
N  -3.052  -1.369  -1.115  -0.118
C  -3.674  -1.023  -2.270  -0.100
C  -5.030  -0.930  -2.394  0.011
H  -5.779  -1.737  0.818  0.129
H  -3.325  -1.881  0.875  0.109
H  -3.029  -0.807  -3.110  0.118
H  -5.474  -0.651  -3.337  0.124
N  -0.947  -1.015  1.038  -0.365
P  -1.214  0.352  1.756  0.745
C  0.061  1.616  1.418  -0.271
C  -0.185  2.916  1.006  -0.067
C  0.881  3.761  0.750  -0.070
C  2.182  3.314  0.914  -0.099
C  2.428  2.019  1.344  -0.089
C  1.368  1.169  1.588  -0.084
C  -2.851  1.081  1.388  -0.285
C  -3.897  1.019  2.301  -0.083
C  -5.160  1.447  1.930  -0.087
C  -5.387  1.925  0.649  -0.089
C  -4.346  1.988  -0.261  -0.073
C  -3.080  1.566  0.104  -0.102
C  -1.125  0.072  3.556  -0.295
C  -1.231  1.089  4.496  -0.088
C  -1.145  0.780  5.842  -0.086
C  -0.946  -0.531  6.248  -0.089
C  -0.821  -1.541  5.309  -0.078
C  -0.910  -1.238  3.963  -0.083
H  -1.197  3.273  0.889  0.104
H  0.696  4.774  0.428  0.108
H  3.006  3.985  0.712  0.096
H  3.443  1.680  1.501  0.106
H  1.532  0.149  1.911  0.112
H  -3.722  0.634  3.296  0.102
H  -5.973  1.405  2.639  0.103
H  -6.381  2.232  0.355  0.105
H  -4.516  2.359  -1.260  0.112
H  -2.280  1.598  -0.620  0.083
H  -1.378  2.111  4.174  0.112
H  -1.237  1.560  6.584  0.101
H  -0.889  -0.765  7.301  0.100
H  -0.659  -2.560  5.629  0.102
H  -0.807  -1.996  3.199  0.081
C  -0.152  -4.409  0.354  -0.233
Si  -0.936  -3.741  -1.288  0.467
C  0.140  -4.326  -2.774  -0.215
C  -2.634  -4.648  -1.465  -0.224
H  -0.046  -5.490  0.306  0.010
H  -0.772  -4.169  1.213  0.002
H  0.828  -3.980  0.534  0.002
H  0.237  -5.407  -2.740  0.021
H  1.135  -3.895  -2.743  0.003
H  -0.301  -4.062  -3.731  0.013
H  -2.455  -5.719  -1.503  0.020
H  -3.164  -4.372  -2.370  0.009
H  -3.295  -4.453  -0.627  0.005